# C6H12N2

A cluster of 3 separate species, C6H12N2 in total in a non-equilibrium geometry (ωB97M-V/def2-TZVPD, the OMol25 dataset).

Bonds (Å) are listed after each position.
Positions of all 20 atoms, in Å:
1 C -0.698 -0.444 -0.070  C2 1.373, C3 1.485, H9 1.085
2 C 0.631 -0.550 0.261  C1 1.373, H12 1.083, H13 1.081
3 C -1.779 -0.266 0.934  C1 1.485, H15 1.097, H16 1.091, H17 1.091
4 C 1.399 2.245 -0.900  C5 1.500, H18 1.094, H19 1.100, H20 1.094
5 C 0.607 1.685 0.244  C4 1.500, N7 1.255
6 C -0.239 -2.679 -0.230  N8 1.256, H14 1.108
7 N 0.147 2.304 1.234  C5 1.255, H10 1.035
8 N 0.051 -3.030 -1.400  C6 1.256, H11 1.030
9 H -0.945 -0.288 -1.115  C1 1.085
10 H 0.365 3.315 1.247  N7 1.035
11 H -0.019 -4.043 -1.580  N8 1.030
12 H 0.915 -0.705 1.295  C2 1.083
13 H 1.376 -0.693 -0.508  C2 1.081
14 H -0.501 -3.369 0.596  C6 1.108
15 H -1.893 0.809 1.118  C3 1.097
16 H -2.723 -0.682 0.579  C3 1.091
17 H -1.515 -0.724 1.888  C3 1.091
18 H 0.874 2.065 -1.842  C4 1.094
19 H 1.588 3.322 -0.783  C4 1.100
20 H 2.360 1.728 -0.969  C4 1.094

Computed properties:
* strongest force on any atom: 4.2 eV/Å
* gap between HOMO and LUMO (spin up / spin down): 7.17 / 7.11 eV
* HOMO level (spin up / spin down): -6.37 / -6.31 eV
* ΔE to the lowest compared entry with this formula, charge and spin: 148.75 kcal per mole
* LUMO (spin up / spin down): 0.8 / 0.8 eV